Version one
C5H7N3S | ωB97M-V with the def2-TZVPD basis set

Each line ends with the Löwdin charge.
Cartesian coordinates (Å):
C  -1.44104  -0.01248  -2.56653  -0.207
C  -2.05913  1.20341  -2.80683  -0.409
C  -1.76923  0.60967  -0.38277  -0.443
C  0.74981  -0.24353  2.23721  -0.181
C  0.58570  -0.13676  0.77162  -0.165
N  -1.41324  -0.29264  -1.24840  -0.152
N  0.10796  -1.57134  2.11799  -0.035
N  0.14857  -1.35411  0.67089  0.011
S  -2.24574  2.00445  -1.29358  0.924
H  -1.24752  -0.85654  -3.29126  0.136
H  -2.44322  1.52337  -3.74519  0.048
H  1.62009  -0.46043  2.73120  0.074
H  0.15845  0.36764  2.95586  0.123
H  -1.08270  -1.17936  -0.95649  0.083
H  0.63531  0.59723  -0.07688  0.111
H  0.63087  -2.35108  2.45292  0.083

## Properties
- 2S+1: 1
- E_LUMO: 0.9036 eV

Version two
C5H7N3S | ωB97M-V with the def2-TZVPD basis set

Each line ends with the Löwdin charge.
Cartesian coordinates (Å):
C  -0.44907  -1.93969  0.08243  -0.085
C  0.59290  -1.15426  -0.01221  0.003
C  -1.81207  0.03087  0.01999  -0.968
C  1.67682  0.86644  0.27595  -0.149
C  0.29761  1.55679  -0.07824  -0.197
N  -1.70834  -1.36341  0.03894  -0.002
N  1.67192  -0.45551  -0.30776  0.006
N  -0.67326  0.61282  0.22049  0.008
S  -3.32520  0.70980  -0.09265  0.505
H  -0.41345  -3.00374  0.26012  0.125
H  2.53085  1.44207  -0.07926  0.117
H  1.71893  0.76461  1.36103  0.122
H  0.21130  2.44912  0.55001  0.121
H  0.29277  1.85972  -1.13728  0.124
H  -2.54446  -1.90899  0.19033  0.118
H  1.93276  -0.46664  -1.29186  0.152

## Properties
- 2S+1: 1
- E_LUMO: 0.3170 eV

Best to worst by energy: version two, version one.